DFT (ωB97M-V/def2-TZVPD) results for C11H21BBr12N3O2 as an isolated structure.

Total charge: -1
Gap between HOMO and LUMO (eV): 4.0
Calculated total energy (hartree): -31659.35719
LUMO level (eV): 0.6
Molecular weight (g/mol): 1196.97

The geometry in XYZ format:
```
50
Properties=species:S:1:pos:R:3:forces:R:3
N -0.8274 3.0333 0.9825 1.7 -5.6 -1.5
C -0.4951 1.6883 0.7902 -1.1 4.9 1.4
N 0.5934 1.4098 -0.2201 -2.1 -0.9 0.7
N -1.2341 0.6793 1.6375 2.4 0.3 -2.5
C -1.4441 -0.6478 0.9444 -1.0 -1.9 1.3
C -3.0598 -0.8893 0.5990 0.9 0.2 -0.1
C -3.4486 0.0022 -0.7275 -0.7 -0.7 -0.6
C -4.9926 0.5656 -0.7430 0.4 0.1 -0.3
C -5.2989 1.7228 0.3927 -3.0 0.4 -0.3
C -6.9109 2.1281 0.2079 0.8 -0.5 2.1
O -7.6140 1.0169 0.9146 1.0 1.8 -1.9
B -6.6674 0.6049 2.0011 0.9 0.0 -0.8
O -5.3739 1.3412 1.8162 1.4 1.5 -3.2
H -0.2165 3.5683 0.3161 -0.4 -0.7 0.8
H 1.0494 0.4811 -0.0883 -0.9 1.2 -0.3
H 0.1736 1.4940 -1.1799 0.7 -0.3 1.3
H -0.8418 0.5846 2.6000 -0.4 0.3 -1.4
H -1.1571 -1.4935 1.7368 -0.5 1.7 -1.7
H -0.7749 -0.8340 0.0036 -1.2 0.6 1.6
H -3.2096 -2.0409 0.3811 0.3 2.3 0.3
H -3.7005 -0.6450 1.5556 1.2 -0.1 -2.1
H -2.6896 0.8924 -0.9402 -1.6 -1.8 0.8
H -3.3621 -0.7383 -1.6598 0.0 1.6 1.8
H -5.7726 -0.3376 -0.7135 1.8 2.0 0.4
H -5.1636 1.0764 -1.8074 0.4 -0.9 2.2
H -4.7506 2.7426 0.1443 -0.3 -2.3 0.9
H -7.0378 3.0070 0.9979 0.2 -1.0 -2.3
H -7.2152 2.3520 -0.9126 0.2 -0.6 2.4
H -6.9704 0.8557 3.1235 -0.7 0.0 0.8
H -6.3071 -0.5185 1.7952 -0.5 -1.4 0.2
C 4.2537 -0.6521 -1.4806 0.1 -0.1 -0.2
Br 3.8328 0.1471 -3.2035 0.3 -0.2 0.6
Br 5.3275 0.5348 -0.3751 -0.3 -0.2 -0.2
Br 2.6541 -1.2558 -0.5526 0.6 -0.2 -0.2
H 4.8619 -1.5404 -1.6803 -0.3 0.4 0.1
C 5.6650 -2.6459 1.8945 -0.2 0.2 -0.1
Br 7.2355 -2.1822 2.9447 -0.4 -0.2 -0.2
Br 5.9714 -4.2168 0.7889 -0.1 0.4 0.3
Br 4.0818 -2.8418 3.0078 0.5 0.0 -0.3
H 5.4763 -1.8084 1.2148 0.1 -0.3 0.3
C 10.7568 -0.3817 2.0713 -0.1 -0.2 0.0
Br 12.4036 -0.1063 1.0732 -0.4 0.0 0.3
Br 10.9952 -0.0368 3.9709 -0.1 0.0 -0.5
Br 9.2803 0.6446 1.3290 0.5 -0.2 0.2
H 10.4940 -1.4398 1.9689 0.1 0.5 0.0
C 0.1860 -1.1336 -5.3861 -0.3 -0.1 0.1
Br 0.3184 -0.3838 -3.5960 -0.2 -0.2 -0.5
Br -0.0553 0.2484 -6.7338 0.1 -0.3 0.3
Br 1.6934 -2.2919 -5.7990 -0.3 0.3 0.1
H -0.7125 -1.7591 -5.4051 0.4 0.3 0.0
```
Forces are in eV/Å.

DFT (ωB97M-V/def2-TZVPD) results for a 2-piece molecular cluster, C3H5N2 overall.

Total charge: +1
ΔE to the lowest compared entry with this formula, charge and spin (kcal/mol): 80.3
Gap between HOMO and LUMO (eV): 9.6
Calculated total energy (hartree): -226.46442
LUMO level (eV): -8.1
Molecular weight (g/mol): 69.09

The geometry in XYZ format:
```
10
Properties=species:S:1:pos:R:3:forces:R:3
C 0.0588 -0.2177 -1.6570 -2.9 2.3 0.0
C 0.0327 0.6702 -0.5667 -1.6 1.2 1.1
C 1.0868 0.7231 0.3866 -0.2 -3.2 -6.1
N -1.9917 -1.9140 2.7230 1.4 2.8 -0.6
N -1.4984 -0.9464 2.4913 -1.4 -2.8 0.6
H -0.7097 -0.3382 -2.5315 1.3 0.6 2.0
H 0.8335 -0.8733 -1.6863 2.4 -1.9 -0.3
H -0.8677 1.3805 -0.3496 1.6 -1.5 -0.8
H 1.0700 1.3750 1.1520 0.1 1.9 2.8
H 1.9857 0.1408 0.0382 -0.7 0.6 1.2
```
Forces are in eV/Å.

DFT (ωB97M-V/def2-TZVPD) results for a 2-piece molecular cluster, C3H4NS3 overall.

Total charge: -1
ΔE to the lowest compared entry with this formula, charge and spin (kcal/mol): 42.0
Gap between HOMO and LUMO (eV): 7.3
Calculated total energy (hartree): -1366.00242
LUMO level (eV): 3.2
Molecular weight (g/mol): 150.27

The geometry in XYZ format:
```
11
Properties=species:S:1:pos:R:3:forces:R:3
C -1.2357 0.1283 -0.2510 0.5 -1.0 2.2
C 0.9289 1.2154 -0.6744 -1.3 0.9 -0.2
C -0.6688 -1.1794 1.3425 -0.4 1.2 -1.8
N -0.3880 1.0538 -0.4909 2.0 -0.1 0.0
S -2.8107 -0.0371 -0.7642 0.5 -0.2 0.3
S 1.9180 2.4377 -0.0332 -0.6 -1.0 -0.1
S 1.4865 0.2635 -2.1200 -0.2 -0.3 0.4
H 0.0572 -1.9634 0.9037 -1.6 1.2 0.8
H -0.3254 -0.6983 2.2827 0.5 0.2 -1.0
H -1.7258 -1.3704 1.5578 0.4 -1.0 -0.6
H 2.7636 0.1501 -1.7530 0.2 0.2 0.0
```
Forces are in eV/Å.

DFT (ωB97M-V/def2-TZVPD) results for one molecule with the formula C6H14N4O2.

ΔE to the lowest compared entry with this formula, charge and spin (kcal/mol): 168.0
Gap between HOMO and LUMO (eV): 9.7
Calculated total energy (hartree): -606.30612
SMILES string: CCN(CCN(CC)N=O)N=O
LUMO level (eV): 0.7
Molecular weight (g/mol): 174.20

The geometry in XYZ format:
```
26
Properties=species:S:1:pos:R:3:forces:R:3
C -1.2084 -1.9606 -2.0447 -0.4 0.0 -0.9
C -1.6244 -2.0165 -0.5695 0.4 -0.3 1.8
N -1.3166 -0.7035 0.0885 -1.7 0.1 -4.3
C -0.9694 -0.5719 1.4004 0.9 2.1 1.7
C 0.5412 -0.5099 1.6312 1.4 -1.9 -1.0
N 1.3492 0.4085 0.8010 -2.1 1.8 2.9
C 1.4309 1.8815 1.1547 -2.1 0.8 -2.3
C 1.6012 2.6720 -0.2557 0.5 0.3 1.4
N 1.5839 0.1595 -0.4075 1.1 -4.2 -3.2
O 1.4912 -1.0720 -0.8098 0.0 3.2 1.5
N -1.4385 0.3622 -0.7431 -0.6 -2.0 0.0
O -1.4193 1.4236 -0.2032 0.5 1.6 0.8
H -1.9603 -1.3638 -2.7326 1.6 -1.1 1.6
H -0.1277 -1.6002 -2.1971 -1.8 -0.6 0.3
H -1.3112 -3.0253 -2.2998 0.3 0.3 -0.6
H -1.0236 -2.7862 0.1055 -0.9 1.3 -1.9
H -2.7401 -2.3607 -0.4544 1.8 1.0 -0.1
H -1.4821 0.2459 1.9367 0.1 0.0 -0.6
H -1.3347 -1.4340 1.8317 -0.4 -2.0 1.5
H 0.7145 -0.3857 2.6703 0.4 0.6 0.9
H 1.0016 -1.4954 1.3686 -0.6 0.5 0.2
H 0.4963 2.2333 1.7309 1.1 -0.9 -1.2
H 2.2339 2.1147 1.8015 1.2 -0.3 0.6
H 2.4777 2.2419 -0.7682 -0.5 0.2 0.2
H 1.9049 3.7591 -0.0458 -1.1 -1.4 -0.3
H 0.7043 2.4896 -0.9132 0.9 0.7 0.9
```
Forces are in eV/Å.

no.,strongest force on any atom (eV Å⁻¹)
1,6.002
2,6.902
3,2.517
4,5.387